[1]
{
  "formula": "C27H70O24S7V",
  "method": "ωB97M-V with the def2-TZVPD basis set",
  "species": ["O", "V", "C", "C", "C", "O", "H", "H", "H", "H", "H", "H", "H", "C", "C", "C", "O", "H", "H", "H", "H", "H", "H", "H", "O", "S", "O", "O", "C", "C", "C", "H", "H", "H", "H", "H", "H", "H", "H", "O", "S", "O", "O", "C", "C", "C", "H", "H", "H", "H", "H", "H", "H", "H", "O", "S", "O", "O", "C", "C", "C", "H", "H", "H", "H", "H", "H", "H", "H", "O", "S", "O", "O", "C", "C", "C", "H", "H", "H", "H", "H", "H", "H", "H", "O", "S", "O", "O", "C", "C", "C", "H", "H", "H", "H", "H", "H", "H", "H", "O", "S", "O", "O", "C", "C", "C", "H", "H", "H", "H", "H", "H", "H", "H", "O", "S", "O", "O", "C", "C", "C", "H", "H", "H", "H", "H", "H", "H", "H"],
  "xyz": [[1.172385, -1.098326, -4.695766], [1.930627, -1.678933, -3.429937], [0.252044, -0.087957, 0.179745], [0.272915, -0.228733, -1.352752], [-0.388233, 1.004878, -1.959269], [1.538486, -0.555223, -1.801048], [0.750467, -0.874182, 0.753642], [-0.782026, -0.275974, 0.498787], [0.552611, 0.900850, 0.522358], [-0.481025, -1.014814, -1.536432], [0.264965, 1.881637, -1.909772], [-1.395212, 1.194631, -1.588719], [-0.550630, 0.842562, -3.032949], [-0.769942, -5.145168, -2.722202], [-0.270795, -3.974448, -3.579013], [-1.436574, -3.016988, -3.762187], [0.840431, -3.338925, -3.038104], [-1.135719, -4.837976, -1.740102], [0.036385, -5.871136, -2.592261], [-1.576162, -5.674611, -3.233366], [0.038212, -4.409999, -4.540365], [-1.832001, -2.692629, -2.793476], [-2.291657, -3.513882, -4.229071], [-1.160985, -2.121904, -4.321940], [5.101042, 4.217966, -1.063052], [4.334061, 3.189669, -0.448337], [4.741396, 2.566976, 0.776477], [2.831232, 3.730331, -0.283082], [2.087631, 3.481506, 0.909096], [1.006258, 4.553944, 0.923705], [3.994570, 1.928053, -1.607342], [2.702875, 3.692267, 1.784542], [1.718014, 2.463019, 1.004513], [0.574563, 4.640853, -0.073677], [1.436921, 5.541498, 1.110428], [0.326729, 4.430658, 1.765918], [4.692746, 1.098231, -1.645813], [4.004391, 2.367002, -2.609928], [2.949093, 1.632304, -1.527904], [-5.948229, 0.296707, -0.873444], [-4.886097, 0.386324, -1.822149], [-5.171718, 0.364699, -3.220669], [-4.026473, 1.711853, -1.590935], [-4.123959, 2.287596, -0.282713], [-3.144232, 3.429948, -0.119639], [-3.634005, -0.868007, -1.532822], [-4.058899, 1.620786, 0.579806], [-5.108080, 2.744704, -0.148948], [-2.981099, 4.111509, -0.951526], [-2.141358, 3.039687, 0.100739], [-3.360670, 3.995520, 0.788872], [-3.175380, -1.040450, -2.505038], [-4.148317, -1.790651, -1.272222], [-2.873451, -0.546617, -0.827905], [3.566727, -2.481742, -2.199857], [4.534399, -2.731946, -1.158142], [5.049378, -1.661761, -0.373452], [3.935322, -3.862143, -0.246745], [3.180761, -3.485536, 0.935300], [4.049462, -3.584103, 2.179388], [5.898937, -3.629246, -1.859641], [2.451458, -4.295272, 0.996775], [2.640225, -2.549727, 0.808538], [4.503118, -4.558673, 2.352125], [3.443165, -3.489689, 3.084090], [4.757977, -2.763148, 2.069985], [5.640920, -4.259130, -2.705830], [6.164139, -4.292672, -1.035888], [6.727854, -2.967117, -2.087063], [-3.503590, 5.090473, 5.614043], [-4.051293, 4.172364, 4.673966], [-4.056108, 4.532169, 3.282968], [-3.222055, 2.818039, 4.835511], [-3.142394, 1.904889, 3.701547], [-1.728550, 2.004533, 3.148716], [-5.659951, 3.600474, 5.168653], [-3.819776, 2.140571, 2.884153], [-3.282707, 0.954984, 4.211933], [-1.374459, 3.005416, 2.921415], [-1.804444, 1.328584, 2.287341], [-1.000494, 1.535150, 3.808136], [-6.391824, 4.397336, 5.048173], [-5.582953, 3.392160, 6.231767], [-5.875039, 2.790503, 4.477556], [0.858239, -0.063847, 3.833876], [2.128317, 0.580107, 3.836889], [2.195799, 2.006817, 3.749313], [3.048611, 0.036500, 5.032146], [4.025950, 0.908843, 5.627556], [3.434909, 1.958221, 6.537492], [3.191881, -0.126077, 2.582463], [4.589956, 1.406965, 4.832622], [4.750495, 0.301348, 6.166260], [2.767024, 1.545935, 7.296322], [2.914189, 2.738347, 5.988382], [4.219926, 2.443946, 7.123102], [3.487227, -1.134115, 2.834949], [3.973466, 0.603711, 2.376861], [2.595928, -0.155855, 1.665971], [-4.168917, -5.003555, 3.486983], [-3.416857, -4.208740, 2.577679], [-3.823025, -2.840851, 2.428958], [-1.882225, -4.227032, 3.024594], [-1.023777, -3.224395, 2.440039], [0.226025, -3.101181, 3.301683], [-3.300313, -5.015409, 0.989754], [-1.474162, -2.246132, 2.281580], [-0.787291, -3.646284, 1.455592], [0.786451, -4.022496, 3.150335], [-0.131438, -2.840754, 4.294027], [0.821418, -2.277196, 2.911908], [-2.798372, -4.367945, 0.277114], [-4.340231, -5.103266, 0.674587], [-2.853819, -5.983047, 1.192874], [2.109865, 1.066213, -6.467397], [0.935390, 1.562855, -7.106025], [0.627192, 1.160720, -8.440098], [-0.237243, 1.111675, -6.124072], [-1.560289, 1.617119, -6.242582], [-2.562862, 0.737448, -5.509755], [0.851087, 3.327122, -6.925035], [-1.868556, 1.628585, -7.291340], [-1.634759, 2.610897, -5.789518], [-2.620036, -0.223486, -6.025647], [-3.554681, 1.175899, -5.620542], [-2.341097, 0.583244, -4.456674], [1.834093, 3.788863, -6.947046], [0.550043, 3.472406, -5.886198], [0.110142, 3.691509, -7.628199]],
  "forces_ev_per_angstrom": [[1.555, -0.526, 1.365], [-4.461, -0.645, 1.772], [-0.751, -0.417, 0.185], [-1.274, -0.280, 1.110], [0.550, 0.031, -1.321], [0.795, -0.935, -2.323], [0.570, 0.048, -0.428], [-0.112, 0.560, -0.005], [0.099, -0.037, 0.085], [0.499, -0.441, -0.293], [-0.197, 0.121, 0.366], [0.190, 0.142, 0.486], [0.236, -0.119, 0.005], [0.647, -0.298, -0.068], [-0.540, 0.016, -0.259], [-0.429, 0.236, -0.035], [2.112, 1.900, 0.343], [0.104, 0.178, -0.002], [-0.001, 0.042, 0.178], [-0.057, 0.130, -0.065], [-0.308, 0.102, -0.153], [0.371, -0.031, 0.141], [0.163, 0.027, -0.306], [-0.005, -0.103, -0.116], [0.039, 0.161, 0.182], [-0.789, -0.687, 0.066], [0.118, 0.243, 0.246], [0.859, 0.083, -0.405], [-0.108, 1.305, 1.309], [0.372, 0.330, -0.119], [-0.596, 0.015, -1.774], [0.256, -0.432, -0.123], [0.010, -0.041, -0.435], [-0.659, -0.262, 0.269], [0.381, -0.155, -0.082], [-0.401, -0.391, -0.390], [0.040, 0.000, 0.619], [0.260, 0.285, 0.138], [0.214, -0.535, 0.567], [0.163, 0.099, 0.253], [0.629, -0.399, -0.628], [-0.064, 0.040, 0.017], [-0.170, -0.412, 0.460], [-0.822, 2.099, 0.762], [1.658, -0.481, 0.608], [-0.410, 0.002, -0.595], [0.415, -0.655, -0.509], [-0.221, -0.324, -0.430], [-0.641, -0.093, -0.204], [0.003, -0.136, -0.204], [-0.431, 0.075, -0.146], [0.096, 0.216, 0.019], [0.034, 0.085, 0.377], [-0.229, -0.065, 0.278], [0.122, 0.501, -0.491], [0.526, -0.842, -0.409], [-0.340, 0.317, 0.056], [0.358, 0.462, -0.381], [-0.684, -1.679, 0.886], [-0.250, 0.666, -0.188], [-0.103, -0.610, 0.653], [-0.256, 0.249, -0.233], [0.281, 0.152, -0.110], [0.326, 0.026, -0.697], [-0.147, 0.574, -0.157], [0.432, -0.298, 0.653], [-0.344, 0.248, -0.076], [0.367, 0.048, -0.097], [-0.178, 0.238, 0.011], [-0.245, -0.098, 0.312], [0.606, -0.182, -0.371], [-0.324, -0.159, 0.028], [-0.769, 0.816, -0.044], [1.552, 0.639, 0.758], [-0.279, -1.406, 0.023], [0.344, 0.834, -0.171], [-0.554, -0.006, 0.481], [-0.340, -0.283, -0.665], [-0.392, 0.070, -0.313], [0.618, 0.432, -0.378], [-0.084, 0.115, 0.171], [0.137, 0.100, -0.209], [-0.073, -0.584, -0.110], [-0.228, -0.302, 0.419], [0.011, -0.273, 0.539], [2.061, -0.444, -0.932], [-0.150, -0.004, 0.238], [-1.068, 0.019, 0.740], [0.490, 0.983, -0.099], [-0.116, 0.272, 0.617], [-1.292, 0.797, -1.037], [-0.082, -0.066, -0.075], [-0.353, -0.454, -0.063], [-0.118, -0.220, -0.235], [-0.075, -0.106, -0.051], [0.197, -0.048, -0.244], [0.214, 0.111, 0.282], [0.343, -0.280, 0.288], [0.029, -0.033, -0.017], [0.477, -0.590, -0.070], [0.025, 0.859, 0.048], [0.179, -0.043, -0.492], [-0.760, 0.244, 0.546], [0.879, -0.271, -0.882], [-0.801, -0.044, -1.119], [-0.861, 0.431, 0.672], [-0.548, -0.215, 0.356], [0.267, 0.377, -0.083], [0.099, -0.075, 0.858], [0.588, -0.351, 0.300], [-0.024, 0.072, 0.091], [0.364, -0.158, 0.092], [0.042, -0.252, -0.057], [0.123, -0.030, -0.369], [0.172, 0.221, -0.116], [-0.011, -0.414, 0.673], [-0.177, 0.303, -0.138], [0.348, -0.188, 0.182], [-1.105, 0.094, 0.074], [0.180, -0.476, -0.667], [-0.029, -0.261, 0.743], [0.217, 0.294, -0.035], [0.327, 0.125, -0.305], [0.106, -0.137, 0.255], [0.044, 0.164, 0.217], [0.056, 0.106, 0.004], [0.059, -0.160, -0.747], [-0.344, 0.069, -0.114], [0.175, 0.338, -0.006]],
  "lowdin_charge": [-0.30, 1.10, -0.04, -0.55, -0.03, -0.28, 0.05, 0.07, 0.06, 0.11, 0.08, 0.06, 0.06, -0.06, -0.56, -0.06, -0.29, 0.06, 0.07, 0.08, 0.13, 0.05, 0.09, 0.06, -0.26, 0.59, -0.28, -0.26, -0.27, -0.05, -0.12, 0.11, 0.09, 0.08, 0.08, 0.07, 0.07, 0.08, 0.05, -0.26, 0.58, -0.27, -0.25, -0.28, -0.06, -0.10, 0.11, 0.12, 0.09, 0.06, 0.07, 0.04, 0.07, 0.05, -0.35, 0.62, -0.24, -0.24, -0.22, -0.06, -0.09, 0.12, 0.11, 0.09, 0.08, 0.07, 0.08, 0.08, 0.08, -0.26, 0.57, -0.29, -0.27, -0.23, -0.06, -0.11, 0.10, 0.13, 0.08, 0.07, 0.06, 0.07, 0.07, 0.07, -0.27, 0.59, -0.27, -0.26, -0.25, -0.08, -0.09, 0.12, 0.12, 0.09, 0.07, 0.08, 0.04, 0.07, 0.05, -0.26, 0.57, -0.29, -0.25, -0.27, -0.05, -0.11, 0.11, 0.11, 0.08, 0.10, 0.04, 0.05, 0.08, 0.08, -0.29, 0.56, -0.27, -0.27, -0.28, -0.06, -0.12, 0.13, 0.12, 0.09, 0.08, 0.06, 0.07, 0.07, 0.07],
  "e_tot_ev": -179804.496,
  "s2": 0.7710,
  "de_lowest_kj_mol": 18.87,
  "e_homo_ev": [-9.14, -9.41],
  "multiplicity": 2,
  "homo_lumo_gap_ev": [8.689, 8.869]
}

[2]
{
  "formula": "CH5O2P",
  "method": "ωB97M-V with the def2-TZVPD basis set",
  "species": ["C", "O", "O", "P", "H", "H", "H", "H", "H"],
  "xyz": [[1.389210, -0.222510, -0.555888], [-2.242902, -0.161301, -0.411680], [-1.778316, -0.167225, 0.862825], [0.628815, 1.059461, 0.692071], [1.228040, 0.008039, -1.563022], [0.749435, -1.014622, -0.408709], [2.348264, -0.510693, -0.047107], [-3.024455, 0.554553, -0.498965], [0.701908, 0.454300, 1.930474]],
  "forces_ev_per_angstrom": [[0.513, 1.189, 4.104], [-2.033, 1.582, 0.044], [0.246, 0.642, -0.972], [-0.560, 0.406, -1.923], [0.805, 1.009, -1.389], [-1.417, -2.295, 0.493], [-0.447, 0.348, -1.501], [2.446, -1.953, 0.726], [0.447, -0.927, 0.419]],
  "lowdin_charge": [-0.37, -0.16, -0.23, 0.78, 0.00, -0.04, 0.04, 0.16, -0.18],
  "e_tot_ev": -14495.582,
  "de_lowest_kj_mol": 593.55,
  "e_homo_ev": [-9.47, -8.13],
  "homo_lumo_gap_ev": [8.895, 7.227]
}

[3]
{
  "formula": "C5H6O",
  "method": "ωB97M-V with the def2-TZVPD basis set",
  "species": ["C", "C", "C", "C", "C", "O", "H", "H", "H", "H", "H", "H"],
  "xyz": [[1.649526, -0.210096, 1.056861], [1.120446, 0.641853, -0.102029], [-0.248087, 0.272410, -0.468424], [-1.385673, -0.061177, -0.701586], [-2.763703, -0.440906, -0.946941], [-3.400060, -1.157564, -0.207586], [1.008592, -0.101821, 1.936500], [1.668735, -1.268397, 0.781166], [2.664299, 0.098218, 1.325741], [1.770900, 0.545803, -0.979643], [1.127178, 1.703708, 0.172793], [-3.212153, -0.022031, -1.866853]],
  "forces_ev_per_angstrom": [[0.040, -0.048, 0.076], [-0.001, 0.023, -0.033], [-0.445, -0.090, -0.102], [0.460, 0.107, 0.169], [-0.162, -0.178, 0.189], [0.246, 0.284, -0.319], [0.098, -0.016, -0.126], [0.002, 0.155, 0.040], [-0.142, -0.043, -0.048], [-0.126, 0.001, 0.105], [-0.017, -0.138, -0.049], [0.046, -0.057, 0.098]],
  "lowdin_charge": [-0.11, -0.25, -0.02, 0.04, -0.29, 0.05, 0.08, 0.08, 0.07, 0.11, 0.12, 0.12],
  "e_tot_ev": -7327.524,
  "de_lowest_kj_mol": 169.82,
  "e_homo_ev": -10.34,
  "smiles": "CCC#CC=O",
  "homo_lumo_gap_ev": 10.698
}

[4]
{
  "formula": "C3H6N3S",
  "method": "ωB97M-V with the def2-TZVPD basis set",
  "species": ["C", "C", "C", "N", "N", "N", "S", "H", "H", "H", "H", "H", "H"],
  "xyz": [[-0.188729, -0.203177, -0.388103], [-1.086746, 1.612283, -1.412271], [-0.052201, 0.726122, 0.761386], [-0.401979, 2.067684, 0.384302], [-0.734480, 0.283489, -1.523274], [0.030786, -1.507921, -0.211391], [-1.785879, 2.614435, -2.393531], [-0.829265, 0.161809, 1.526478], [1.068842, 0.733652, 0.928931], [0.314431, 2.788578, 0.414973], [-0.817158, -0.147894, -2.405809], [0.425719, -1.960986, 0.615710], [-0.052017, -2.038709, -1.097755]],
  "forces_ev_per_angstrom": [[-0.510, -2.126, 0.194], [1.231, 2.776, 2.119], [0.242, -0.022, 0.415], [-2.941, -2.017, -3.086], [1.032, 0.990, 3.004], [-0.126, 0.673, -2.365], [0.143, -0.408, 0.383], [2.237, 1.745, -1.020], [-1.220, -0.704, 0.980], [0.117, -0.427, -0.563], [-0.210, -0.864, -0.995], [-0.146, 0.574, -0.395], [0.150, -0.190, 1.329]],
  "lowdin_charge": [-0.28, -0.69, -0.21, 0.05, 0.11, 0.23, 0.87, 0.20, 0.16, 0.09, 0.16, 0.16, 0.16],
  "total_charge": 1,
  "e_tot_ev": -18504.451,
  "de_lowest_kj_mol": 222.97,
  "e_homo_ev": -13.29,
  "homo_lumo_gap_ev": 8.445
}